[1]
Density functional theory data (the ωB97M-V functional and the def2-TZVPD basis) for a molecular structure, C26H45N10Ru.

The net charge is +2. Its LUMO energy (alpha / beta) is -0.20545 / -0.23938 Eh. Its energy relative to the best compared isomer or geometry (same formula, charge and spin) is 0.0 kJ/mol. The multiplicity is 2. The highest occupied orbital energy (alpha / beta) is -0.4842 / -0.4969 Eh. As for the total energy: -45161.2099 eV. Its orbital gap (alpha / beta) is 7.59 / 7.01 eV.

The geometry in XYZ format:
```
82
Properties=species:S:1:pos:R:3:mulliken_spin:R:1
Ru 0.0574 -0.1947 0.8351 0.68
N 1.8696 0.7446 2.5754 0.06
C 1.6034 2.1484 2.9050 -0.01
C 0.1504 2.2293 3.3103 0.01
N -0.6822 1.7102 2.2127 0.01
C -2.0701 1.4975 2.6413 0.00
C -2.8409 0.8112 1.5366 0.01
N -2.0659 -0.3485 1.0309 -0.01
H 1.8268 0.2104 3.4390 0.00
H 2.8224 0.6380 2.2485 -0.01
H 1.7816 2.7562 2.0145 0.00
H 2.2439 2.5318 3.7012 0.00
H -0.1291 3.2520 3.5762 0.00
H -0.0215 1.6120 4.1963 0.00
H -0.6804 2.4266 1.4957 0.00
H -2.5672 2.4351 2.9083 0.00
H -2.0543 0.8812 3.5418 0.00
H -3.0063 1.4976 0.7093 0.00
H -3.8216 0.4851 1.8840 0.00
H -2.4078 -0.6124 0.1091 0.00
H -2.2772 -1.1649 1.5989 0.00
C 1.3560 -2.4459 2.4735 0.00
N 0.0179 -1.8439 2.2174 -0.03
C -0.5750 -1.5194 3.5328 0.01
C -0.7338 -2.8816 1.4835 0.05
C -1.3756 -3.9303 2.1148 -0.02
C -1.8844 -4.9766 1.3574 0.04
C -1.6998 -4.9767 -0.0156 -0.02
C -1.0681 -3.9169 -0.6511 0.06
C -0.6067 -2.8282 0.0891 -0.03
N -0.0378 -1.6479 -0.4138 0.19
C 0.7220 -1.5453 -1.5993 -0.03
C 0.2692 -1.9554 -2.8545 0.02
C 1.0820 -1.8347 -3.9707 -0.01
C 2.3569 -1.3016 -3.8471 0.02
C 2.7944 -0.8493 -2.6121 -0.02
C 1.9715 -0.9256 -1.4983 0.03
N 2.3758 -0.4207 -0.1858 0.00
C 2.9873 0.9245 -0.2482 0.00
C 3.4185 -1.3566 0.3096 0.00
H 1.2429 -3.2929 3.1515 0.00
H 2.0293 -1.7182 2.9179 0.00
H 1.7622 -2.8020 1.5372 0.00
H -0.4413 -2.3426 4.2342 0.00
H -1.6388 -1.3154 3.4510 0.00
H -0.0708 -0.6421 3.9336 0.00
H -1.4648 -3.9687 3.1928 0.00
H -2.3907 -5.7979 1.8443 0.00
H -2.0611 -5.8062 -0.6079 0.00
H -0.9446 -3.9512 -1.7204 0.00
H -0.7327 -2.3422 -2.9709 0.00
H 0.7166 -2.1577 -4.9363 0.00
H 3.0027 -1.2176 -4.7099 0.00
H 3.7838 -0.4162 -2.5423 0.00
H 3.6062 1.0680 -1.1331 0.00
H 3.6496 1.0622 0.6050 0.00
H 2.2185 1.6908 -0.2162 0.00
H 4.3334 -1.2474 -0.2786 0.00
H 3.0793 -2.3827 0.2039 0.00
H 3.6515 -1.1493 1.3545 0.00
C -0.8145 2.9643 -0.7537 0.00
N -0.4784 1.5636 -1.1630 0.00
C 0.4996 1.7110 -2.3081 0.00
N -0.0041 2.5141 -3.3953 0.00
C -0.3215 3.8506 -2.8983 0.00
N -1.3248 3.7778 -1.8323 0.00
C -2.5289 3.1404 -2.3747 0.00
N -2.2388 1.7945 -2.8738 0.00
C -1.7232 0.9969 -1.7859 0.00
C -1.2180 1.8945 -3.9214 0.00
H 0.0908 3.4275 -0.3482 0.00
H -1.5888 2.9364 0.0158 0.00
H 0.7315 0.7209 -2.6830 0.00
H 1.4035 2.1821 -1.9262 0.00
H -0.7083 4.4622 -3.7122 0.00
H 0.5848 4.3205 -2.5120 0.00
H -2.9202 3.7498 -3.1878 0.00
H -3.2904 3.0814 -1.5928 0.00
H -1.4930 -0.0075 -2.1422 0.00
H -2.5040 0.9495 -1.0296 0.00
H -1.6047 2.4898 -4.7473 0.00
H -0.9808 0.8945 -4.2899 0.00
```

***

[2]
Density functional theory data (the ωB97M-V functional and the def2-TZVPD basis) for a molecular structure, C38H33F6INO7PSSeZn.

The net charge is -2. Its LUMO energy is 0.12089 Eh. Its energy relative to the best compared isomer or geometry (same formula, charge and spin) is 0.0 kJ/mol. The highest occupied orbital energy is -0.0778 Eh. As for the total energy: -214063.2140 eV. Its orbital gap is 5.41 eV.

The geometry in XYZ format:
```
90
Properties=species:S:1:pos:R:3:lowdin_charge:R:1
Zn -0.1152 0.8712 0.0895 0.59
O 3.7658 1.5793 -1.5942 -0.31
S 3.0124 0.6842 -0.7401 0.47
O 3.3105 0.8203 0.6681 -0.31
O 1.5746 0.6251 -1.1040 -0.46
C 3.5187 -0.9836 -1.1576 -0.24
C 4.7900 -1.1842 -1.6736 -0.06
C 5.1820 -2.4510 -2.0660 -0.09
C 4.2752 -3.4986 -1.9664 -0.09
C 3.0059 -3.2867 -1.4564 -0.11
C 2.6036 -2.0230 -1.0131 -0.28
P 0.8661 -1.7477 -0.3576 1.18
C 0.7051 -3.2517 0.7114 -0.33
C 1.7695 -3.9595 1.2736 -0.09
C 1.5514 -4.9016 2.2705 -0.10
C 0.2708 -5.1464 2.7413 -0.12
C -0.7958 -4.4344 2.2100 -0.09
C -0.5729 -3.4873 1.2254 -0.11
C 0.1673 -2.2604 -1.9851 -0.33
C -0.1002 -3.5917 -2.2883 -0.11
C -0.5034 -3.9609 -3.5632 -0.10
C -0.6682 -2.9987 -4.5453 -0.11
C -0.4383 -1.6639 -4.2432 -0.08
C -0.0188 -1.2962 -2.9752 -0.07
H 5.4381 -0.3228 -1.7744 0.11
H 6.1763 -2.6247 -2.4593 0.09
H 4.5559 -4.4907 -2.3022 0.09
H 2.3104 -4.1138 -1.4183 0.10
H 2.7828 -3.7829 0.9405 0.09
H 2.3919 -5.4366 2.6985 0.09
H 0.1102 -5.8701 3.5324 0.09
H -1.7994 -4.6099 2.5804 0.10
H -1.3704 -2.8673 0.8410 0.07
H -0.0268 -4.3456 -1.5144 0.10
H -0.7062 -5.0034 -3.7813 0.09
H -0.9932 -3.2873 -5.5384 0.09
H -0.6033 -0.9024 -4.9958 0.10
H 0.1601 -0.2533 -2.7556 0.10
C 1.2180 0.4830 4.6264 -0.16
C -0.1852 -0.1219 4.6908 -0.16
C -0.2662 -0.8271 3.3420 -0.22
O 0.5046 -0.0458 2.4333 -0.24
C 1.2824 0.9196 3.1681 -0.20
H 1.9748 -0.2767 4.8411 0.11
H 1.3546 1.3253 5.3050 0.11
H -0.9348 0.6708 4.7358 0.11
H -0.3274 -0.8073 5.5275 0.10
H -1.2862 -0.9111 2.9602 0.11
H 0.1695 -1.8327 3.4071 0.11
H 0.8210 1.9012 3.0465 0.10
H 2.2743 0.9448 2.7294 0.10
I 3.9648 8.8117 -0.1338 0.74
C 2.9583 6.9515 -0.2359 -0.72
C 3.2501 5.9807 0.7062 -0.16
C 2.5538 4.7825 0.6594 0.00
C 1.5806 4.5642 -0.3101 -0.10
C 1.3199 5.5480 -1.2516 -0.01
C 2.0097 6.7530 -1.2220 -0.16
C 0.8106 3.2596 -0.2889 -0.63
O 0.0973 2.9575 -1.2615 -0.01
O 0.9299 2.5655 0.7640 -0.13
H 4.0010 6.1492 1.4662 0.08
H 2.7528 3.9919 1.3700 0.12
H 0.5642 5.3669 -2.0052 0.12
H 1.8063 7.5201 -1.9569 0.08
C -4.0791 -1.4840 0.8258 -0.01
C -3.3225 -1.3859 -0.5265 -0.52
O -2.0110 -1.1540 -0.4495 -0.23
C -3.6622 -2.7406 -1.2823 -0.52
F -2.9250 -3.7702 -0.8131 0.12
F -3.4662 -2.6967 -2.6133 0.14
F -4.9610 -3.1492 -1.1154 0.08
C -4.0509 -0.2881 -1.3914 -0.53
F -5.2482 -0.7050 -1.9180 0.10
F -3.3074 0.0996 -2.4386 0.14
F -4.3620 0.8113 -0.6881 0.11
H -3.7615 -2.3904 1.3443 0.08
H -5.1594 -1.5068 0.6813 0.08
H -3.8076 -0.6142 1.4210 0.03
Se -2.0638 1.6234 1.3690 0.79
C -2.8381 3.0989 0.4503 -0.62
C -3.4796 4.1112 1.1703 -0.14
C -4.0643 5.1654 0.4929 -0.20
N -4.0403 5.3067 -0.8317 0.01
C -3.4278 4.3357 -1.5130 -0.17
C -2.8439 3.2210 -0.9390 -0.13
H -3.5143 4.0660 2.2515 0.08
H -4.5847 5.9504 1.0371 0.08
H -3.4090 4.4648 -2.5917 0.09
H -2.3917 2.4646 -1.5588 0.08
```

***

[3]
Density functional theory data (the ωB97M-V functional and the def2-TZVPD basis) for a molecular structure, C10H14BHfIN6 in a non-equilibrium geometry.

The net charge is +2. Its LUMO energy is -0.27444 Eh. Its energy relative to the best compared isomer or geometry (same formula, charge and spin) is 16.3 kJ/mol. The highest occupied orbital energy is -0.6014 Eh. As for the total energy: -29608.2516 eV. Its orbital gap is 8.90 eV.

The geometry in XYZ format:
```
33
Properties=species:S:1:pos:R:3:nbo_charge:R:1
H 3.3865 0.1816 -2.4320 0.27
N 1.4100 0.3855 -1.7168 -0.31
B -1.0674 0.1266 -1.1554 0.53
N 0.1736 -0.0084 -2.1029 -0.29
C 0.3180 -0.6998 -3.2491 0.07
Hf 0.9095 0.2740 1.8290 2.07
H -0.5478 -1.1118 -3.7448 0.26
C 1.6692 -0.7293 -3.5849 -0.29
H 2.0995 -1.1999 -4.4478 0.28
C 2.3413 -0.0323 -2.5850 0.06
H -2.0861 0.1202 -1.7818 0.02
C 0.3189 -0.0530 3.8625 -1.32
H 1.1582 -0.1021 4.5735 0.29
H -0.2558 -0.9908 3.9488 0.28
H -0.3504 0.7625 4.1860 0.27
N -0.9422 1.4180 -0.2930 -0.29
N -0.9664 -1.1440 -0.2361 -0.31
N -0.0437 1.4787 0.7708 -0.63
N 0.0280 -1.2837 0.7192 -0.55
C -1.6593 2.5463 -0.3073 0.13
C -1.6546 -2.2918 -0.3157 0.09
H -2.4330 2.6768 -1.0510 0.28
H -2.4887 -2.3693 -0.9980 0.26
C -1.2089 3.3970 0.7063 -0.27
C -1.1072 -3.2121 0.5755 -0.29
C -0.1876 2.7345 1.3641 0.02
C -0.0408 -2.5690 1.1984 0.04
H -1.5831 4.3822 0.9235 0.29
H -1.4376 -4.2189 0.7466 0.28
H 0.4537 3.0512 2.1759 0.27
H 0.6535 -2.9101 1.9526 0.26
H 1.5907 0.9253 -0.8737 0.44
I 3.5499 0.4658 1.3425 -0.20
```

***

[4]
Density functional theory data (the ωB97M-V functional and the def2-TZVPD basis) for 2 unconnected molecules or ions with the total composition C3H9NO in a non-equilibrium geometry.

Its LUMO energy is 0.03718 Eh. Its energy relative to the best compared isomer or geometry (same formula, charge and spin) is 270.9 kJ/mol. The SMILES is C=O.CNC. The highest occupied orbital energy is -0.3125 Eh. As for the total energy: -6792.2480 eV. Its orbital gap is 9.51 eV.

The geometry in XYZ format:
```
14
Properties=species:S:1:pos:R:3:nbo_charge:R:1
C -0.3456 2.8096 0.0324 0.28
O 0.8223 2.5695 -0.1938 -0.50
H -0.6939 3.8168 0.3108 0.10
H -1.1080 2.0831 -0.0110 0.12
C 0.8611 -0.9172 -0.9501 -0.38
N -0.3632 -0.8576 -0.2379 -0.64
C -0.3747 -1.2455 1.1241 -0.41
H 1.6420 -0.3665 -0.6768 0.20
H 1.2030 -1.8928 -1.0152 0.16
H 0.5942 -0.4354 -2.0256 0.18
H -1.0163 -1.3333 -0.8429 0.36
H -0.0414 -2.2429 1.2794 0.15
H -1.4312 -1.4074 1.4213 0.20
H 0.2518 -0.5804 1.7852 0.20
```

***

[5]
Density functional theory data (the ωB97M-V functional and the def2-TZVPD basis) for 2 unconnected molecules or ions with the total composition C4H15N3O in a non-equilibrium geometry.

The net charge is +2. Its LUMO energy is -0.23486 Eh. Its energy relative to the best compared isomer or geometry (same formula, charge and spin) is 43.6 kJ/mol. The highest occupied orbital energy is -0.6746 Eh. As for the total energy: -10893.7214 eV. Its orbital gap is 11.97 eV.

The geometry in XYZ format:
```
23
Properties=species:S:1:pos:R:3:nbo_charge:R:1
C 0.2438 -0.9489 -0.4276 -0.21
C 0.3141 -0.1445 0.8776 -0.45
C -0.4420 1.1642 0.8801 -0.23
N -2.6980 2.7995 -0.0650 -0.71
C -2.8271 1.7971 0.7654 0.41
N -1.8740 1.0036 1.1824 -0.51
N 1.6121 -1.0160 -1.1387 -0.71
H 0.0408 -2.0113 -0.3515 0.24
H -0.3729 -0.4941 -1.1466 0.22
H -0.0801 -0.7988 1.6591 0.25
H 1.3560 -0.0621 1.1860 0.25
H -0.4039 1.7513 -0.0367 0.21
H -0.0066 1.8376 1.5994 0.25
H -3.5252 3.3767 -0.1639 0.45
H -2.0579 2.9468 -0.8313 0.44
H -3.7739 1.7280 1.2910 0.25
H -2.1884 0.2147 1.7317 0.44
H 1.5928 -0.7415 -2.1139 0.44
H 2.1101 -1.9565 -1.0486 0.48
H 2.3381 -0.4336 -0.7222 0.43
H 3.9533 -3.2702 -0.3613 0.52
H 3.3515 -3.7280 -1.7098 0.52
O 3.3374 -3.0139 -1.0556 -0.97
```